Here is a 2-piece molecular cluster, C53H63N4O2S2 overall in a non-equilibrium geometry from the OMol25 dataset. Energies are from ωB97M-V/def2-TZVPD.

Geometry (Å):
C1 -3.5485 0.5937 -2.4107
C2 -4.1478 1.9772 -2.3071
C3 -3.1483 3.0085 -2.8381
C4 -5.3786 1.9311 -3.2267
C5 -4.5503 2.4133 -0.8648
C6 -5.4230 3.5053 -0.8398
C7 -6.0786 3.8734 0.3213
C8 -5.7844 3.2103 1.5077
C9 -4.7706 2.2573 1.5830
C10 -4.4532 1.6468 2.9828
C11 -4.6690 0.1306 2.9637
C12 -5.3455 2.2198 4.0900
C13 -3.0267 1.9667 3.3984
C14 -4.1059 1.8853 0.3763
N1 -2.9917 0.9295 0.4100
C15 -1.6200 1.1126 0.4456
C16 -0.9421 2.1603 1.0402
C17 0.3819 2.6744 0.7167
C18 1.3672 2.7336 1.7327
C19 2.6664 3.0829 1.4390
C20 2.9809 3.3885 0.1009
N2 4.2758 3.0072 -0.3481
O1 4.5328 3.0677 -1.5723
O2 5.0777 2.5610 0.5097
C21 1.9749 3.6497 -0.8537
C22 0.6751 3.3077 -0.5234
N3 -1.0645 -0.1033 0.0137
C23 0.3430 -0.4075 0.1366
C24 0.8829 -0.7074 1.3947
C25 0.1509 -1.0808 2.7127
C26 0.7805 -2.3556 3.2908
C27 -1.3469 -1.3070 2.6956
C28 0.3445 0.1183 3.6253
C29 2.2774 -0.5886 1.5465
C30 3.1146 -0.2604 0.4976
C31 2.5652 -0.0847 -0.7681
C32 1.1953 -0.2310 -0.9886
C33 0.6884 -0.1490 -2.4548
C34 1.8442 -0.2331 -3.4594
C35 -0.0370 1.1748 -2.6679
C36 -0.2611 -1.2986 -2.7739
C37 -2.1313 -1.0265 -0.0572
C38 -2.0084 -2.4774 -0.2540
C39 -0.7857 -3.1981 -0.2220
C40 -0.7894 -4.5913 -0.2802
C41 -1.9972 -5.2876 -0.4173
C42 -3.2135 -4.5892 -0.4698
C43 -3.2223 -3.2003 -0.3882
N4 -3.2921 -0.4243 0.1468
H1 -4.2072 -0.1768 -1.9967
H2 -3.3374 0.3460 -3.4669
H3 -2.5847 0.5470 -1.9056
H4 -3.6234 3.9910 -2.9489
H5 -2.3097 3.1186 -2.1373
H6 -2.7482 2.6968 -3.8118
H7 -5.8458 2.9081 -3.3761
H8 -5.0859 1.5497 -4.2132
H9 -6.1265 1.2454 -2.8114
H10 -5.6292 4.0525 -1.7620
H11 -6.8207 4.6724 0.3082
H12 -6.3587 3.4726 2.3949
H13 -4.2302 -0.3387 2.0805
H14 -4.2257 -0.3306 3.8585
H15 -5.7463 -0.0904 2.9413
H16 -5.2292 3.3066 4.1724
H17 -6.3988 1.9746 3.9250
H18 -5.0537 1.7878 5.0556
H19 -2.8570 3.0515 3.3964
H20 -2.7924 1.5625 4.3924
H21 -2.3263 1.5154 2.6968
H22 -1.5823 2.8767 1.5712
H23 1.0845 2.4871 2.7578
H24 3.4512 3.0305 2.1863
H25 2.2532 4.0511 -1.8213
H26 -0.1469 3.5087 -1.2185
H27 1.8610 -2.2636 3.4415
H28 0.3379 -2.6020 4.2662
H29 0.6073 -3.2001 2.6039
H30 -1.8691 -0.4304 2.3089
H31 -1.6369 -2.1894 2.1189
H32 -1.7171 -1.4481 3.7262
H33 -0.1310 1.0107 3.1816
H34 -0.0624 -0.0333 4.6385
H35 1.4092 0.3519 3.7466
H36 2.7202 -0.7277 2.5350
H37 4.1903 -0.1459 0.6536
H38 3.2452 0.1666 -1.5831
H39 2.4253 -1.1503 -3.3031
H40 1.4441 -0.2570 -4.4816
H41 2.5084 0.6369 -3.3913
H42 -0.7089 1.3655 -1.8241
H43 0.6784 2.0053 -2.7105
H44 -0.6308 1.1735 -3.5945
H45 -1.1621 -1.2412 -2.1627
H46 -0.5816 -1.2580 -3.8248
H47 0.2254 -2.2630 -2.5875
H48 0.1652 -2.6615 -0.1704
H49 0.1653 -5.1215 -0.2221
H50 -1.9842 -6.3753 -0.4862
H51 -4.1552 -5.1283 -0.5741
H52 -4.1508 -2.6255 -0.4138
C44 4.4032 -3.5695 4.3605
C45 4.8957 -2.4103 3.7508
C46 4.4477 -1.1512 4.1542
C47 3.4410 -1.0483 5.1464
C48 2.7474 0.2061 5.4078
S1 1.5170 0.2184 6.5995
C49 1.7871 1.8655 7.3672
C50 3.2566 2.1900 7.5635
C51 3.9976 2.4944 6.2739
S2 3.3345 1.6789 4.7661
C52 3.0399 -2.2173 5.8299
C53 3.5258 -3.4626 5.4451
H53 4.7381 -4.5497 4.0151
H54 5.6576 -2.4895 2.9681
H55 4.8627 -0.2415 3.7025
H56 1.2356 2.6236 6.7936
H57 1.2961 1.7167 8.3401
H58 3.3267 3.0694 8.2126
H59 3.7403 1.3517 8.0744
H60 3.9488 3.5648 6.0291
H61 5.0509 2.1792 6.3015
H62 2.3267 -2.1243 6.6516
H63 3.2239 -4.3501 6.0010

Results
F_max = 2.762 eV Å⁻¹
HOMO-LUMO gap = 3.470 eV
E_tot = -87698.1111 eV
2S+1 = 1
ΔE to the lowest compared entry with this formula, charge and spin = 0.000 eV
Total charge = +1

Here is C53H64BN8O6S3TeW as an isolated structure in a non-equilibrium geometry from the OMol25 dataset. Energies are from ωB97M-V/def2-TZVPD.

Geometry (Å):
W1 1.0562 -0.8038 -1.0732
O1 -1.0387 3.3678 -4.9585
C1 -0.5823 2.3744 -4.1519
C2 -1.3060 2.0099 -2.9787
C3 -0.8085 0.9747 -2.2273
N1 0.2833 0.2879 -2.5975
C4 1.0952 0.7396 -3.6229
C5 0.6228 1.7718 -4.4576
C6 2.3987 0.1266 -3.4958
O2 3.3363 0.1713 -4.2811
O3 2.4576 -0.5474 -2.3021
C7 -1.1416 0.4881 -0.8029
O4 -2.3472 0.6996 -0.3508
O5 -0.7721 -0.8648 -0.8297
H1 -1.8442 3.7400 -4.5776
H2 -2.2014 2.5344 -2.6731
H3 1.2078 2.1199 -5.2919
C8 2.8442 -2.5593 5.2815
C9 1.9676 -2.0893 4.1149
C10 0.6316 -1.5829 4.6642
C11 2.7206 -0.9882 3.3621
N2 1.7138 -3.2031 3.1919
C12 2.2228 -4.4728 3.2918
C13 1.8419 -5.1561 2.1923
N3 1.0826 -4.3287 1.4091
B1 0.6145 -4.7782 0.0170
N4 1.8491 -4.8562 -0.9021
C14 2.0825 -5.9385 -1.6998
C15 3.2047 -5.7021 -2.4074
N5 3.6742 -4.4593 -2.0585
C16 2.8349 -3.9602 -1.1255
S1 2.9784 -2.4894 -0.2403
C17 4.8654 -3.8973 -2.7230
C18 6.0932 -4.5886 -2.1223
C19 5.0010 -2.3921 -2.5417
C20 4.7200 -4.1781 -4.2241
N6 -0.5273 -3.9099 -0.6039
C21 -1.7824 -3.9313 -0.0550
C22 -2.6502 -3.3995 -0.9427
N7 -1.9447 -3.0501 -2.0694
C23 -0.6446 -3.3207 -1.8111
S2 0.7134 -2.8245 -2.7531
C24 -2.6239 -2.5662 -3.2870
C25 -3.5105 -3.7214 -3.7708
C26 -3.4717 -1.3426 -2.9169
C27 -1.6600 -2.2089 -4.4162
C28 1.0218 -3.1342 2.0276
S3 0.1567 -1.8117 1.4081
H4 2.9547 -1.7385 5.9862
H5 3.8379 -2.8458 4.9419
H6 2.3899 -3.3883 5.8184
H7 0.7998 -0.7533 5.3444
H8 0.1258 -2.3822 5.2022
H9 -0.0058 -1.2428 3.8545
H10 2.8954 -0.1491 4.0318
H11 2.1541 -0.6292 2.5045
H12 3.6759 -1.3690 3.0011
H13 2.8169 -4.8039 4.1161
H14 2.0585 -6.1591 1.8908
H15 0.1727 -5.8804 0.1173
H16 1.4263 -6.7852 -1.6969
H17 3.6965 -6.3276 -3.1205
H18 6.1762 -4.3297 -1.0690
H19 6.9902 -4.2468 -2.6306
H20 6.0306 -5.6705 -2.2139
H21 5.2294 -2.1327 -1.5130
H22 4.0954 -1.8730 -2.8466
H23 5.8082 -2.0379 -3.1768
H24 4.8239 -5.2314 -4.4688
H25 5.4824 -3.6332 -4.7715
H26 3.7474 -3.8271 -4.5619
H27 -1.9416 -4.3039 0.9352
H28 -3.6973 -3.2112 -0.8370
H29 -4.2145 -4.0282 -3.0024
H30 -2.8934 -4.5760 -4.0383
H31 -4.0717 -3.4109 -4.6479
H32 -4.4535 -1.6356 -2.5521
H33 -3.6036 -0.7048 -3.7874
H34 -2.9784 -0.7585 -2.1430
H35 -0.9983 -3.0401 -4.6476
H36 -1.0580 -1.3381 -4.1639
H37 -2.2418 -1.9748 -5.3056
C29 -6.4876 7.3569 1.1476
C30 -5.4541 6.2692 1.1155
C31 -5.7007 5.0480 0.5151
C32 -4.7148 4.0700 0.4338
C33 -5.0465 2.7814 -0.2617
C34 -3.4552 4.2927 0.9924
Te1 -1.7372 2.9503 0.4441
N8 -0.1430 1.2887 -0.0165
C35 1.1914 1.2213 -0.2553
O6 1.8885 0.1791 0.2680
C36 1.9489 2.2478 -0.9341
C37 1.3136 3.3913 -1.4509
C38 2.0275 4.3230 -2.1667
C39 3.3900 4.1596 -2.3677
C40 4.0367 3.0467 -1.8401
C41 3.3373 2.0970 -1.1279
C42 -1.3745 2.4644 2.4860
C43 -0.1344 2.7600 3.0550
C44 1.0244 3.2811 2.2647
C45 0.0529 2.5355 4.4135
C46 -0.9524 2.0214 5.2127
C47 -0.7690 1.8713 6.6925
C48 -2.1456 1.6492 4.6101
C49 -2.3730 1.8605 3.2589
C50 -3.6603 1.4279 2.6368
C51 -3.2088 5.5143 1.6290
C52 -1.8895 5.8147 2.2765
C53 -4.2027 6.4804 1.6790
H38 -7.3954 7.0400 0.6382
H39 -6.1033 8.2530 0.6576
H40 -6.7353 7.6179 2.1770
H41 -6.6728 4.8516 0.0816
H42 -5.8748 2.2834 0.2405
H43 -4.1851 2.1139 -0.2725
H44 -5.3585 2.9800 -1.2856
H45 0.2510 3.5243 -1.2819
H46 1.5192 5.1888 -2.5634
H47 3.9441 4.8990 -2.9261
H48 5.1000 2.9344 -1.9870
H49 3.8320 1.2191 -0.7204
H50 0.6815 3.8017 1.3652
H51 1.6497 2.4450 1.9471
H52 1.6362 3.9525 2.8663
H53 1.0098 2.7787 4.8557
H54 0.2817 1.9421 6.9650
H55 -1.1722 0.9191 7.0322
H56 -1.3056 2.6706 7.2037
H57 -2.9197 1.1989 5.2168
H58 -4.1919 0.7349 3.2865
H59 -3.4550 0.9417 1.6828
H60 -4.2958 2.2941 2.4516
H61 -1.0717 5.4378 1.6641
H62 -1.8364 5.3276 3.2491
H63 -1.7557 6.8844 2.4262
H64 -4.0012 7.4312 2.1563

Results
⟨S²⟩ = 0.76
F_max = 5.771 eV Å⁻¹
HOMO-LUMO gap (spin up / spin down) = 5.863 / 5.912 eV
E_tot = -122509.9123 eV
2S+1 = 2
ΔE to the lowest compared entry with this formula, charge and spin = 3.903 eV

Here is C53H66As3FN5O5PY as an isolated structure in a non-equilibrium geometry from the OMol25 dataset. Energies are from ωB97M-V/def2-TZVPD.

Geometry (Å):
Y1 -0.5186 0.1741 -0.2659
C1 0.5098 -3.7773 -1.0901
As1 0.6676 -2.3476 0.2403
C2 -0.4680 -3.1646 1.5990
C3 2.3173 -2.8131 1.2515
C4 3.7486 -2.7284 0.7029
C5 3.9029 -3.6699 -0.4948
C6 4.1745 -1.2985 0.3322
As2 3.4636 -0.5178 -1.3370
C7 4.6210 1.0756 -1.2828
C8 4.6374 -1.4510 -2.6312
C9 4.6946 -3.1614 1.8390
As3 4.7968 -4.9607 2.7118
C10 5.7859 -5.9224 1.3085
C11 3.0538 -5.8222 2.3880
H1 0.9319 -4.7055 -0.7099
H2 0.9890 -3.5164 -2.0327
H3 -0.5571 -3.9102 -1.2714
H4 -0.2312 -4.2246 1.6867
H5 -1.5166 -3.0585 1.3354
H6 -0.3028 -2.6789 2.5604
H7 2.1270 -3.8491 1.5268
H8 2.2237 -2.2167 2.1627
H9 3.2474 -3.3645 -1.3111
H10 3.6373 -4.6887 -0.2126
H11 4.9339 -3.6769 -0.8519
H12 5.2640 -1.2532 0.2524
H13 3.8901 -0.6138 1.1377
H14 5.6249 0.8071 -1.6080
H15 4.6766 1.4634 -0.2733
H16 4.2352 1.8552 -1.9403
H17 5.5542 -1.7466 -2.1228
H18 4.8924 -0.7586 -3.4309
H19 4.1697 -2.3303 -3.0676
H20 4.5773 -2.4633 2.6734
H21 5.7236 -3.0356 1.4846
H22 6.7060 -5.3863 1.0758
H23 5.2063 -6.0546 0.3953
H24 6.0625 -6.9051 1.6890
H25 2.2811 -5.3647 3.0053
H26 3.1508 -6.8635 2.6957
H27 2.7502 -5.8033 1.3413
C12 -3.8137 -0.6837 1.0340
N1 -2.3839 -0.3896 1.2522
C13 -2.0409 -0.2803 2.4933
C14 -0.7182 -0.0211 2.9135
C15 -0.2260 0.0493 4.2191
C16 1.1459 0.2659 4.1116
C17 1.4208 0.3271 2.7476
N2 0.3097 0.1647 2.0013
C18 -4.1963 -2.1001 1.3942
C19 -3.8397 -3.1521 0.5542
C20 -4.1748 -4.4555 0.8865
C21 -4.8850 -4.7201 2.0505
C22 -5.2618 -3.6743 2.8787
C23 -4.9171 -2.3694 2.5511
H28 -4.0501 -0.5327 -0.0159
H29 -4.4143 0.0108 1.6273
H30 -2.7885 -0.4067 3.2807
H31 -0.8032 -0.0694 5.1252
H32 1.8609 0.3709 4.9125
H33 2.3828 0.4857 2.2880
H34 -3.3375 -2.9393 -0.3834
H35 -3.8891 -5.2670 0.2283
H36 -5.1643 -5.7362 2.2979
H37 -5.8321 -3.8697 3.7779
H38 -5.2256 -1.5559 3.1997
C24 -0.4304 -1.7361 -4.6501
C25 0.4806 -0.7454 -3.9215
C26 1.8280 -0.6582 -4.6325
C27 -0.2337 0.6075 -3.7856
C28 -0.0281 1.6020 -4.9274
O1 0.0022 2.8674 -4.2569
C29 0.1460 2.6428 -2.9370
N3 0.0887 1.4126 -2.5664
C30 0.3337 3.9213 -2.2017
C31 0.7849 4.9890 -2.9967
C32 0.9382 6.2621 -2.4909
C33 0.6337 6.5107 -1.1621
C34 0.2144 5.4685 -0.3610
C35 0.0591 4.1680 -0.8500
P1 -0.3026 2.8978 0.4331
C36 -1.6565 3.6391 1.4089
C37 -1.8978 3.1409 2.6894
C38 -2.9508 3.6349 3.4469
C39 -3.7712 4.6322 2.9363
C40 -3.5326 5.1371 1.6656
C41 -2.4882 4.6355 0.9001
C42 1.1802 3.3117 1.4444
C43 1.1382 4.0636 2.6141
C44 2.3077 4.3827 3.2884
C45 3.5310 3.9777 2.7873
C46 3.5857 3.2475 1.6090
C47 2.4161 2.9052 0.9462
H39 0.0940 -2.6752 -4.8327
H40 -0.7371 -1.3357 -5.6211
H41 -1.3251 -1.9602 -4.0684
H42 0.6422 -1.1116 -2.9041
H43 1.6986 -0.4147 -5.6880
H44 2.3295 -1.6245 -4.5875
H45 2.4742 0.0946 -4.1764
H46 -1.2880 0.3688 -3.7199
H47 -0.8426 1.6095 -5.6468
H48 0.9183 1.4792 -5.4509
H49 1.0154 4.8084 -4.0342
H50 1.2923 7.0569 -3.1338
H51 0.7386 7.5055 -0.7484
H52 0.0130 5.6586 0.6842
H53 -1.2608 2.3657 3.0977
H54 -3.1252 3.2468 4.4426
H55 -4.5955 5.0155 3.5233
H56 -4.1714 5.9108 1.2594
H57 -2.3260 5.0176 -0.0998
H58 0.1918 4.4036 3.0111
H59 2.2573 4.9571 4.2046
H60 4.4441 4.2361 3.3077
H61 4.5507 2.9468 1.2269
H62 2.4451 2.3234 0.0277
F1 -7.9533 1.5264 -1.0268
C48 -6.6305 1.6116 -0.9403
C49 -5.8514 1.0976 -1.8990
N4 -4.4779 1.1789 -1.8379
C50 -3.6150 0.5596 -2.8352
C51 -3.0541 -0.7890 -2.2792
O2 -3.7989 -1.7474 -2.3504
O3 -1.8808 -0.7542 -1.7515
C52 -3.8466 1.7667 -0.7787
O4 -2.6140 1.8054 -0.6951
N5 -4.6607 2.2789 0.1797
C53 -6.0683 2.2680 0.2289
O5 -6.6557 2.7518 1.1618
H63 -6.2748 0.6001 -2.7594
H64 -2.8230 1.2699 -3.0529
H65 -4.1941 0.3343 -3.7250
H66 -4.2038 2.7173 0.9699

Results
F_max = 1.825 eV Å⁻¹
HOMO-LUMO gap = 7.766 eV
E_tot = -269285.5663 eV
2S+1 = 1
Total charge = +1

Look up the F_max of the third one. 1.825 eV Å⁻¹

Among the records above, which one has the highest F_max? C53H64BN8O6S3TeW